Record 1
{"formula": "C18H24N4O5P", "method": "the ωB97M-V functional and the def2-TZVPD basis", "species": ["C", "C", "O", "O", "C", "P", "O", "O", "N", "O", "H", "H", "H", "H", "H", "H", "H", "H", "H", "N", "C", "C", "C", "C", "C", "H", "H", "H", "H", "H", "N", "C", "C", "C", "C", "C", "H", "H", "H", "H", "H", "N", "C", "C", "C", "C", "C", "H", "H", "H", "H", "H"], "coordinates": [[-0.857, -5.224, -1.764], [-0.112, -3.964, -2.438], [-0.663, -3.473, -3.461], [1.081, -3.450, -1.883], [0.951, -2.026, -1.602], [1.032, -1.787, 0.332], [1.908, -3.301, 0.429], [0.114, -0.291, 0.066], [-0.388, 0.204, 1.201], [-1.212, 1.042, 0.886], [-1.988, -5.036, -1.739], [-0.426, -5.496, -0.749], [-0.717, -6.095, -2.498], [1.729, -1.374, -2.127], [-0.074, -1.595, -1.899], [2.310, -1.097, 0.154], [1.080, -1.581, 1.757], [-0.192, -2.572, 0.519], [2.665, -3.226, 1.044], [5.228, -2.326, 1.184], [5.720, -1.213, 1.746], [6.882, -0.584, 1.326], [7.580, -1.139, 0.264], [7.093, -2.292, -0.335], [5.921, -2.841, 0.158], [5.141, -0.819, 2.575], [7.231, 0.316, 1.816], [8.494, -0.678, -0.094], [7.612, -2.752, -1.166], [5.498, -3.740, -0.279], [-3.299, 3.684, 3.595], [-2.429, 3.487, 2.591], [-1.948, 4.501, 1.777], [-2.392, 5.794, 2.009], [-3.293, 6.026, 3.039], [-3.711, 4.945, 3.798], [-2.113, 2.460, 2.446], [-1.245, 4.284, 0.983], [-2.040, 6.615, 1.392], [-3.661, 7.023, 3.247], [-4.412, 5.076, 4.617], [-5.656, 0.519, -1.539], [-4.528, 0.618, -0.816], [-3.397, 1.298, -1.239], [-3.428, 1.909, -2.484], [-4.579, 1.820, -3.253], [-5.658, 1.120, -2.738], [-4.553, 0.121, 0.148], [-2.515, 1.348, -0.610], [-2.562, 2.450, -2.851], [-4.638, 2.285, -4.230], [-6.582, 1.026, -3.301]], "homo_lumo_gap_ev": 6.85, "charge": -1, "max_force_ev_per_a": 4.151}

Record 2
{"formula": "C18H24N4O5S2", "method": "the ωB97M-V functional and the def2-TZVPD basis", "species": ["C", "C", "O", "N", "C", "C", "N", "C", "S", "N", "C", "O", "C", "C", "C", "C", "S", "O", "O", "N", "C", "C", "O", "C", "C", "C", "C", "C", "C", "H", "H", "H", "H", "H", "H", "H", "H", "H", "H", "H", "H", "H", "H", "H", "H", "H", "H", "H", "H", "H", "H", "H", "H"], "coordinates": [[-5.380, -0.733, 2.555], [-4.652, -1.368, 1.397], [-3.651, -2.042, 1.545], [-5.199, -1.192, 0.156], [-6.080, -0.107, -0.213], [-5.320, 0.823, -1.190], [-3.899, 0.692, -0.963], [-3.314, 1.454, -0.031], [-4.127, 2.508, 0.947], [-1.936, 1.369, 0.131], [-1.003, 1.258, -0.879], [-1.296, 1.114, -2.044], [0.406, 1.339, -0.401], [0.793, 0.886, 0.859], [2.123, 0.961, 1.237], [3.050, 1.494, 0.362], [4.785, 1.504, 0.827], [5.463, 2.501, 0.058], [4.880, 1.524, 2.254], [5.351, 0.024, 0.319], [4.870, -1.136, 1.032], [5.796, -2.311, 0.706], [5.857, -2.532, -0.684], [6.335, -1.393, -1.362], [5.428, -0.185, -1.108], [2.684, 1.938, -0.895], [1.358, 1.855, -1.279], [-3.385, -0.606, -1.357], [-4.438, -1.672, -0.979], [-6.448, -0.927, 2.506], [-5.208, 0.343, 2.559], [-4.977, -1.147, 3.475], [-6.378, 0.452, 0.671], [-6.977, -0.507, -0.697], [-5.511, 0.547, -2.229], [-5.614, 1.862, -1.036], [-1.620, 1.771, 1.005], [0.072, 0.447, 1.533], [2.453, 0.630, 2.209], [4.895, -0.900, 2.095], [3.842, -1.388, 0.728], [5.419, -3.235, 1.146], [6.801, -2.096, 1.096], [6.349, -1.651, -2.422], [7.354, -1.155, -1.024], [5.846, 0.719, -1.550], [4.431, -0.382, -1.533], [3.438, 2.355, -1.542], [1.036, 2.187, -2.254], [-3.167, -0.613, -2.428], [-2.465, -0.809, -0.811], [-3.940, -2.600, -0.696], [-5.130, -1.867, -1.800]], "homo_lumo_gap_ev": 8.32, "smiles": "CC(=O)N1CCN(C(=S)NC(=O)c2ccc(S(=O)(=O)N3CCOCC3)cc2)CC1", "max_force_ev_per_a": 1.028, "relative_energy_kj_mol": 0.0}

Record 3
{"formula": "C18H24N4OReS4", "method": "the ωB97M-V functional and the def2-TZVPD basis", "species": ["Re", "C", "C", "N", "C", "C", "S", "C", "C", "N", "H", "H", "H", "H", "H", "H", "H", "H", "H", "H", "H", "H", "H", "H", "S", "C", "C", "N", "C", "S", "C", "N", "C", "C", "C", "C", "C", "C", "C", "S", "C", "O", "H", "H", "H", "H", "H", "H", "H", "H", "H", "H"], "coordinates": [[0.104, 0.081, 0.319], [2.675, -0.574, -1.138], [2.452, -1.834, -0.325], [1.456, -1.576, 0.763], [0.684, -2.795, 1.151], [-0.303, -3.212, 0.069], [-1.029, -1.798, -0.841], [-0.078, -1.822, -2.414], [0.674, -0.525, -2.685], [1.369, 0.056, -1.494], [3.234, 0.155, -0.552], [3.254, -0.796, -2.034], [2.071, -2.641, -0.947], [3.394, -2.175, 0.100], [1.970, -1.292, 1.591], [1.365, -3.620, 1.371], [0.152, -2.552, 2.065], [0.134, -3.868, -0.681], [-1.136, -3.746, 0.519], [0.571, -2.694, -2.401], [-0.811, -1.972, -3.204], [1.391, -0.694, -3.488], [-0.029, 0.234, -3.026], [1.569, 1.026, -1.729], [-1.065, 0.038, 2.332], [-0.624, 1.530, 3.072], [-1.452, 2.000, 4.153], [-2.166, 2.387, 4.968], [0.490, 2.210, 2.677], [1.483, 1.645, 1.384], [0.921, 3.399, 3.367], [1.290, 4.357, 3.889], [-5.506, -2.331, -3.594], [-4.765, -1.330, -2.743], [-3.783, -0.497, -3.297], [-3.131, 0.454, -2.528], [-3.463, 0.562, -1.180], [-4.409, -0.269, -0.593], [-5.055, -1.208, -1.383], [-2.655, 1.721, -0.144], [-2.943, 3.258, -0.969], [-1.107, 1.558, -0.389], [-5.255, -2.230, -4.648], [-6.584, -2.199, -3.485], [-5.277, -3.352, -3.281], [-3.552, -0.577, -4.355], [-2.386, 1.106, -2.976], [-4.646, -0.177, 0.462], [-5.807, -1.851, -0.938], [-2.586, 3.203, -1.997], [-2.434, 4.041, -0.407], [-4.023, 3.411, -0.938]], "homo_lumo_gap_ev": [6.27, 7.11], "spin_multiplicity": 2, "charge": 2, "max_force_ev_per_a": 1.100, "relative_energy_kj_mol": 44.9, "s_squared": 1.19}

Record 4
{"formula": "C18H24N6", "method": "the ωB97M-V functional and the def2-TZVPD basis", "species": ["C", "C", "N", "C", "C", "C", "C", "C", "C", "C", "N", "C", "C", "C", "C", "N", "C", "N", "N", "C", "C", "N", "C", "C", "H", "H", "H", "H", "H", "H", "H", "H", "H", "H", "H", "H", "H", "H", "H", "H", "H", "H", "H", "H", "H", "H", "H", "H"], "coordinates": [[2.151, 0.657, 3.988], [2.053, -0.532, 3.263], [1.035, -0.711, 2.420], [0.104, 0.237, 2.316], [0.085, 1.413, 3.080], [1.187, 1.660, 3.911], [-1.059, 2.403, 3.062], [-2.382, 1.656, 2.792], [-2.242, 0.992, 1.410], [-1.125, -0.098, 1.488], [-0.795, -0.464, 0.070], [-0.468, -1.905, -0.220], [-1.630, -2.839, -0.026], [-2.847, -2.581, -0.621], [-3.891, -3.470, -0.473], [-3.779, -4.535, 0.282], [-2.604, -4.733, 0.877], [-1.541, -3.937, 0.703], [-0.409, 0.550, -0.856], [-1.336, 0.794, -1.980], [-1.052, 2.161, -2.551], [0.382, 2.312, -2.872], [1.260, 2.186, -1.685], [1.027, 0.777, -1.107], [3.014, 0.799, 4.640], [2.844, -1.265, 3.399], [1.226, 2.572, 4.493], [-1.177, 2.933, 4.016], [-0.855, 3.133, 2.275], [-3.209, 2.358, 2.821], [-2.502, 0.912, 3.575], [-3.148, 0.475, 1.104], [-2.016, 1.761, 0.653], [-1.526, -0.990, 1.982], [0.352, -2.251, 0.434], [-0.132, -1.993, -1.256], [-2.974, -1.726, -1.248], [-4.852, -3.333, -0.948], [-2.542, -5.601, 1.533], [-2.379, 0.770, -1.617], [-1.214, 0.071, -2.813], [-1.654, 2.305, -3.466], [-1.363, 2.943, -1.856], [0.693, 1.667, -3.588], [1.046, 2.996, -0.986], [2.283, 2.289, -2.014], [1.344, 0.033, -1.861], [1.565, 0.579, -0.183]], "homo_lumo_gap_ev": 8.97, "smiles": "c1cnc2c(c1)CCC[C@H]2N(Cc1ccncn1)N1CCNCC1", "max_force_ev_per_a": 2.177, "relative_energy_kj_mol": 213.5}

Record 5
{"formula": "C18H24N6O5ReS2Se3", "method": "the ωB97M-V functional and the def2-TZVPD basis", "species": ["Re", "N", "C", "C", "O", "N", "C", "C", "O", "O", "H", "H", "H", "H", "H", "H", "C", "Se", "C", "C", "Se", "C", "H", "H", "H", "H", "H", "H", "H", "H", "H", "H", "N", "C", "C", "C", "C", "C", "C", "S", "O", "O", "N", "C", "S", "C", "C", "N", "H", "H", "H", "H", "H", "H", "H", "H", "Se", "C", "N"], "coordinates": [[-1.987, -1.462, 0.107], [-4.039, -1.808, -0.660], [-4.281, -3.260, -0.467], [-3.802, -3.607, 0.937], [-4.399, -4.377, 1.650], [-2.657, -2.912, 1.286], [-2.497, -2.590, 2.692], [-2.897, -1.097, 2.824], [-3.297, -0.586, 3.827], [-2.741, -0.457, 1.651], [-4.672, -1.274, -0.068], [-4.226, -1.533, -1.618], [-3.689, -3.800, -1.207], [-5.329, -3.536, -0.567], [-1.448, -2.679, 2.984], [-3.112, -3.215, 3.334], [3.490, -0.548, -1.323], [1.718, -0.924, -2.023], [1.029, 0.877, -1.712], [-0.403, 1.059, -2.186], [-1.828, 0.943, -0.821], [-3.210, 0.964, -2.204], [3.422, -0.246, -0.280], [3.972, 0.229, -1.913], [4.066, -1.468, -1.396], [1.671, 1.550, -2.279], [1.134, 1.120, -0.657], [-0.669, 0.361, -2.981], [-0.546, 2.072, -2.564], [-3.105, 0.105, -2.866], [-3.123, 1.884, -2.779], [-4.178, 0.957, -1.707], [4.997, 4.426, -1.052], [3.997, 3.849, -0.296], [4.307, 2.958, 0.734], [3.304, 2.413, 1.517], [1.978, 2.742, 1.278], [1.661, 3.648, 0.273], [2.656, 4.194, -0.511], [0.687, 2.040, 2.257], [-0.356, 3.016, 2.342], [1.302, 1.530, 3.457], [0.100, 0.813, 1.360], [0.543, -0.411, 1.491], [1.953, -0.956, 2.380], [1.721, -2.569, 1.784], [0.609, -2.651, 1.046], [-0.084, -1.456, 0.886], [5.896, 3.977, -1.052], [4.736, 4.840, -1.929], [5.342, 2.706, 0.929], [3.543, 1.738, 2.328], [0.626, 3.935, 0.124], [2.408, 4.909, -1.286], [2.393, -3.368, 2.048], [0.217, -3.540, 0.578], [-0.516, -3.991, -3.803], [-1.019, -3.080, -2.419], [-1.374, -2.455, -1.478]], "homo_lumo_gap_ev": [5.85, 6.37], "spin_multiplicity": 2, "max_force_ev_per_a": 0.560, "relative_energy_kj_mol": 17.7, "s_squared": 0.89}

Record 6
{"formula": "C18H24N7RhS3", "method": "the ωB97M-V functional and the def2-TZVPD basis", "species": ["Rh", "C", "S", "C", "S", "N", "N", "C", "C", "C", "C", "C", "C", "N", "H", "H", "H", "H", "H", "H", "H", "H", "N", "C", "N", "C", "C", "C", "C", "C", "H", "H", "H", "H", "H", "H", "H", "H", "H", "H", "C", "N", "C", "C", "N", "C", "S", "H", "H", "H", "H", "H", "H"], "coordinates": [[1.371, -0.980, 1.096], [4.523, -4.200, -1.496], [3.230, -4.974, -0.506], [2.460, -3.661, 0.291], [3.024, -1.959, 0.022], [1.449, -3.949, 1.042], [0.919, -2.854, 1.655], [0.158, -2.990, 2.675], [-0.226, -1.758, 3.368], [-0.982, -1.746, 4.522], [-1.208, -0.532, 5.163], [-0.665, 0.623, 4.632], [0.080, 0.542, 3.462], [0.290, -0.617, 2.849], [5.011, -5.040, -1.989], [5.250, -3.689, -0.872], [4.111, -3.538, -2.252], [-0.110, -3.974, 3.045], [-1.371, -2.673, 4.921], [-1.793, -0.498, 6.071], [-0.809, 1.583, 5.107], [0.512, 1.420, 3.001], [-0.392, -0.652, 0.283], [-1.386, -0.232, -0.139], [-2.495, 0.202, -0.632], [-3.386, 1.075, 0.181], [-4.372, 1.771, -0.753], [-3.665, 2.175, -2.042], [-3.278, 0.931, -2.857], [-2.995, -0.267, -1.947], [-2.754, 1.809, 0.681], [-3.895, 0.470, 0.934], [-4.780, 2.636, -0.232], [-5.215, 1.113, -0.973], [-2.770, 2.751, -1.789], [-4.296, 2.830, -2.639], [-2.414, 1.144, -3.486], [-4.094, 0.652, -3.525], [-2.252, -0.941, -2.369], [-3.896, -0.850, -1.758], [3.128, 3.748, -0.871], [2.666, 2.567, -1.595], [2.638, 2.418, -2.973], [2.165, 1.184, -3.234], [1.906, 0.598, -2.008], [2.221, 1.444, -1.016], [2.107, 1.235, 0.688], [3.490, 4.473, -1.593], [3.937, 3.471, -0.197], [2.308, 4.179, -0.300], [2.964, 3.201, -3.634], [2.001, 0.674, -4.166], [1.582, -0.343, -1.849]], "homo_lumo_gap_ev": [6.37, 6.37], "charge": 2, "max_force_ev_per_a": 0.422, "relative_energy_kj_mol": 16.7}